one | Computed, not measured: a 7-piece molecular cluster, C8H30O11 overall, with ωB97M-V/def2-TZVPD.

Positions of all 49 atoms, in Å:
O  18.6435  -4.9402  1.4189
O  14.9037  -9.6025  6.4047
O  19.3802  -4.6222  -3.7512
O  24.8752  -10.0417  3.8659
O  23.0427  -3.4834  -0.2261
O  25.0466  -8.9207  1.3633
O  18.7355  -8.7853  2.4006
O  15.8617  -7.5065  4.7549
O  22.2402  -5.1433  -3.8346
O  14.9375  -2.5101  3.0452
O  13.0215  -2.5221  0.8072
C  21.4702  -5.0033  -4.9587
C  23.7997  -9.2228  3.3964
C  20.3485  -4.0028  -4.5810
C  13.4857  -1.3719  1.5936
C  15.0300  -9.7910  5.0631
C  23.7228  -9.0577  1.8351
C  13.6872  -1.8541  3.0225
C  14.7683  -8.4149  4.3946
H  18.8373  -5.8686  1.5482
H  19.9152  -3.5778  -5.4864
H  21.1425  -6.0400  -5.0362
H  20.7235  -3.1836  -3.9676
H  14.8847  -3.4667  2.9840
H  17.7022  -4.8673  1.5765
H  12.6382  -0.6874  1.5579
H  23.0179  -8.3104  1.4708
H  22.8297  -9.4563  3.8354
H  23.3143  -9.9775  1.4166
H  19.8208  -5.2199  -3.1427
H  13.6132  -2.7589  0.0892
H  22.6859  -5.9929  -3.8684
H  12.8745  -2.5340  3.2783
H  13.6653  -1.0728  3.7822
H  22.9459  -3.9107  -1.0771
H  14.3049  -0.8567  1.0921
H  14.7490  -8.6688  3.3347
H  15.8262  -7.3366  5.6990
H  22.2410  -4.7674  -5.6924
H  15.6785  -9.0542  6.5479
H  13.7809  -7.9909  4.5775
H  18.3947  -8.3668  3.1912
H  25.7233  -9.6305  3.6834
H  16.0157  -10.1687  4.7911
H  22.5237  -4.0205  0.3726
H  18.8778  -9.6973  2.6541
H  14.4292  -10.6696  4.8282
H  25.3643  -9.8072  1.1763
H  23.9974  -8.1921  3.6908

Output
SMILES string: OCCO.OCCO.OCCO.OCCO.O.O.O
E_LUMO: 0.003 Ha
HOMO-LUMO gap: 10.114 eV

two | Computed, not measured: a 7-piece molecular cluster, C8H30O11 overall, with ωB97M-V/def2-TZVPD.

Positions of all 49 atoms, in Å:
O  7.7530  -3.1560  8.6300
O  4.8740  -5.5560  7.2820
O  10.7200  -5.9130  11.2830
O  6.5610  -1.2580  11.3310
O  9.5170  -4.6280  5.5000
O  7.6110  -5.8830  8.5560
O  7.0250  -7.1240  5.3060
O  9.7110  -1.7980  7.4300
O  8.0710  -6.0970  11.3320
O  3.4590  -8.3370  9.0030
O  11.5190  -6.3080  7.9040
C  10.9430  -5.5940  10.0060
C  7.2880  -3.0120  9.9720
C  11.1860  -6.7460  9.1950
C  6.7330  -1.6670  10.0260
C  4.5790  -6.9390  7.4390
C  9.2610  -2.4260  6.2600
C  3.4420  -7.1690  8.3480
C  9.9380  -3.7750  6.4750
H  11.9890  -7.2780  9.6270
H  2.5270  -8.5110  9.2720
H  6.6100  -3.8420  10.2750
H  5.7420  -1.6080  9.5760
H  11.6270  -4.7740  9.8160
H  8.1660  -2.5470  6.1160
H  2.5210  -6.9990  7.8650
H  5.5000  -7.5620  7.6170
H  6.8500  -6.3120  8.1650
H  7.8310  -6.3890  10.4750
H  8.3340  -2.4080  8.4970
H  4.1380  -5.2580  6.8250
H  11.0850  -3.7530  6.5010
H  9.9990  -5.1650  9.5980
H  9.8760  -5.4590  5.8150
H  3.5550  -6.4540  9.1550
H  9.6200  -4.2960  7.3970
H  7.2970  -0.6990  11.6750
H  7.9600  -7.0690  5.6620
H  9.5000  -1.8310  5.3820
H  6.9120  -6.2070  5.1060
H  10.6580  -1.6580  7.4140
H  7.2580  -0.8720  9.4730
H  8.1660  -3.0710  10.5820
H  10.7220  -5.0950  11.7350
H  7.3730  -4.9110  8.5040
H  10.3130  -7.3540  9.1160
H  12.1460  -5.6150  7.9970
H  8.9990  -5.6930  11.2520
H  4.1880  -7.3420  6.5280

Output
SMILES string: OCCO.OCCO.OCCO.OCCO.O.O.O
E_LUMO: 0.007 Ha
HOMO-LUMO gap: 10.103 eV

The data favor one; the next most stable structure lies 0.0170 hartree above it.

one | Computed, not measured: C18H26Cl3O7Sr as an isolated structure, with ωB97M-V/def2-TZVPD.

Positions of all 55 atoms, in Å:
Sr  -0.3744  0.1955  -0.6299
Cl  -2.0975  -2.7034  2.9714
Cl  -2.0411  -7.4002  0.3162
Cl  -1.1066  -2.7725  -2.3267
O  1.8997  -0.4516  -1.9015
O  -2.4057  1.5489  0.1888
O  1.5764  -0.6902  0.7132
O  -0.3063  0.8619  1.7801
O  -0.9130  2.5379  -1.8469
O  1.6025  2.0839  -0.7242
O  -1.5448  -1.5632  0.2948
C  1.3150  -0.8190  2.1151
C  1.3418  3.3246  -1.3828
C  -1.7582  3.4438  -1.1347
C  2.9148  0.5405  -2.0534
C  -1.4879  -3.6357  -0.8468
C  0.2488  3.1418  -2.4151
C  -2.9076  2.6302  -0.5894
C  2.3114  -1.6989  -1.3347
C  2.9093  1.5291  -0.9037
C  -1.1935  1.8583  2.2705
C  -2.0424  -4.9636  1.4936
C  -1.9214  -3.5880  1.4815
C  -1.6515  -2.8502  0.3102
C  -1.8873  -5.6704  0.3107
C  -1.6047  -5.0113  -0.8724
C  2.5053  -1.6273  0.1836
C  0.7992  0.5136  2.6036
C  -2.5357  1.6037  1.6148
H  2.7017  1.0540  -2.9932
H  0.5807  2.4630  -3.2019
H  3.8976  0.0700  -2.1457
H  2.2291  -1.0710  2.6591
H  2.3308  -2.6228  0.6015
H  -1.4804  -5.5623  -1.7939
H  3.6393  2.3199  -1.0927
H  1.5730  1.2858  2.5354
H  1.0517  4.0499  -0.6200
H  -1.2011  3.9224  -0.3228
H  -3.2516  2.3717  1.9132
H  0.4881  0.4137  3.6469
H  3.2447  -2.0354  -1.7919
H  2.2400  3.7049  -1.8751
H  1.5174  -2.3998  -1.5859
H  0.5638  -1.5986  2.2654
H  -2.2563  -5.4822  2.4175
H  -3.4695  2.1934  -1.4164
H  -0.0082  4.0991  -2.8779
H  -3.5829  3.2602  -0.0085
H  3.1667  1.0439  0.0349
H  3.5201  -1.3181  0.4565
H  -1.3108  1.7708  3.3545
H  -2.9012  0.6238  1.9242
H  -0.8001  2.8557  2.0431
H  -2.1271  4.2198  -1.8121

Output
Net charge: +1
E_LUMO: -0.081 Ha
HOMO-LUMO gap: 7.475 eV

two | Computed, not measured: C18H26Cl3O7Sr as an isolated structure, with ωB97M-V/def2-TZVPD.

Positions of all 55 atoms, in Å:
Sr  -0.8533  -0.2365  -0.1956
Cl  -4.9391  0.1261  -3.2991
Cl  -6.4857  -4.9645  -2.4429
Cl  -2.1074  -3.0099  0.0454
O  0.7831  -1.5285  -1.6103
O  -0.0764  1.8088  1.3994
O  0.7345  -1.8205  1.0829
O  -2.7868  -0.5366  -1.3758
O  -1.2836  -0.3181  2.3916
O  1.8759  1.4919  -0.5332
O  -0.1053  0.9164  -2.4186
C  1.6803  -2.4549  -0.9942
C  -0.5315  -1.3495  3.0379
C  -4.3284  -3.8468  -1.2631
C  1.9820  -1.9637  0.4021
C  0.0557  -0.1300  -3.3798
C  -5.5759  -2.4357  -2.7583
C  0.8623  -1.4315  2.4498
C  1.9820  2.4783  0.4848
C  -5.3872  -3.6581  -2.1315
C  2.0352  1.9496  -1.8737
C  0.6272  2.9598  0.9461
C  -3.4771  -2.7833  -1.0383
C  1.1065  -1.1391  -2.9398
C  -1.2690  2.0551  2.1427
C  -3.6079  -1.5106  -1.6233
C  -1.4202  0.9040  3.1152
C  -4.7025  -1.3962  -2.5065
C  0.6940  2.0788  -2.5753
H  1.3570  -0.4539  2.5066
H  1.2040  -3.4371  -0.9685
H  -2.3946  0.9469  3.6065
H  -2.1268  2.1278  1.4624
H  2.6725  1.2267  -2.3829
H  0.0730  3.4572  0.1426
H  0.3122  0.2863  -4.3564
H  1.4595  -2.1682  2.9951
H  2.5512  2.9137  -1.8983
H  2.5873  3.3257  0.1528
H  -1.0646  -2.2865  2.8740
H  -0.4696  -1.1696  4.1121
H  -6.4017  -2.2926  -3.4406
H  2.6201  -2.6778  0.9301
H  2.6076  -2.5232  -1.5664
H  1.0781  -2.0032  -3.6104
H  -1.2011  2.9955  2.6946
H  0.7528  3.6719  1.7679
H  0.8427  2.2997  -3.6363
H  0.1174  2.8983  -2.1438
H  -0.6341  0.9648  3.8712
H  2.4844  -0.9903  0.3574
H  2.1169  -0.7222  -2.9517
H  -0.9208  -0.6120  -3.4468
H  -4.1716  -4.7983  -0.7758
H  2.4923  2.0067  1.3268

Output
Net charge: +1
E_LUMO: -0.080 Ha
HOMO-LUMO gap: 7.476 eV

The data favor one; the next most stable structure lies 0.0045 hartree above it.

one | Computed, not measured: a 2-piece molecular cluster, C7H8N4O overall, with ωB97M-V/def2-TZVPD.

Positions of all 20 atoms, in Å:
O  1.8637  -1.0424  -0.6358
N  1.7627  0.1266  -1.3583
N  0.4222  0.6575  1.4040
N  2.4559  1.0180  -0.9146
N  -1.1428  1.2281  -0.2229
C  2.6707  -0.7111  0.4286
C  -0.5823  0.3616  0.7135
C  -2.0592  -1.4111  0.0177
C  -2.2280  0.7986  -0.9657
C  -2.6810  -0.4692  -0.8561
C  3.0548  0.5643  0.2527
C  -1.1068  -1.0228  0.8485
H  2.8610  -1.4840  1.2181
H  -0.6580  -1.7334  1.5767
H  -2.2446  -2.3995  0.0717
H  -3.4190  -0.9278  -1.3543
H  -0.8632  2.1147  -0.5425
H  -2.5952  1.4634  -1.5896
H  0.8213  1.5633  1.1572
H  3.6678  1.3051  0.7512

Output
SMILES string: [H]/N=c1/cccc[nH]1.c1conn1
E_LUMO: 0.035 Ha
HOMO-LUMO gap: 8.651 eV

two | Computed, not measured: one molecule with the formula C7H8N4O, with ωB97M-V/def2-TZVPD.

Positions of all 20 atoms, in Å:
O  -2.2026  -0.4010  -0.4576
N  -0.4370  2.1676  0.5783
N  -1.0706  1.6551  -0.4228
N  -1.8961  2.6454  -1.0051
N  0.4039  1.4862  1.2850
C  2.1411  -1.6440  1.3054
C  0.6645  -1.6595  -0.6868
C  1.6382  -2.2720  0.1399
C  -1.0732  0.2780  -0.8828
C  1.7813  -0.3353  1.6160
C  0.1539  -0.4229  -0.2380
C  0.7007  0.1611  0.8893
H  -0.9973  0.2868  -2.0012
H  -2.8621  2.4548  -0.7928
H  -2.8352  -0.5855  -1.2318
H  3.1045  -2.0353  1.7493
H  0.4443  -2.0245  -1.7017
H  2.0546  0.0662  2.5199
H  -1.5864  3.4730  -0.5339
H  1.8734  -3.2943  -0.1286

Output
SMILES string: NN1N=Nc2ccccc2[C@H]1O
E_LUMO: 0.016 Ha
HOMO-LUMO gap: 8.633 eV

The data favor two; the next most stable structure lies 0.0196 hartree above it.

one | Computed, not measured: one molecule with the formula C3H7NOS, with ωB97M-V/def2-TZVPD.

Positions of all 13 atoms, in Å:
S  -0.3767  0.6455  -0.5622
O  1.0233  0.4191  1.5063
N  -1.0845  -0.6769  -1.5135
C  0.4534  -0.4479  0.5773
C  1.7007  -0.2224  2.5709
C  -1.6910  -0.2473  -2.5184
H  1.2680  -1.0124  0.0905
H  2.2707  0.5312  3.1215
H  2.3666  -0.9922  2.1631
H  -1.8410  0.8519  -2.5644
H  -2.0673  -0.9379  -3.2733
H  0.9533  -0.7834  3.1631
H  -0.2966  -1.0934  1.0602

Output
SMILES string: C=NSCOC
E_LUMO: 0.037 Ha
HOMO-LUMO gap: 9.733 eV

two | Computed, not measured: one molecule with the formula C3H7NOS, with ωB97M-V/def2-TZVPD.

Positions of all 13 atoms, in Å:
S  0.5778  1.1376  -0.1421
O  -1.6548  -0.2182  0.4201
N  -1.7974  2.0271  0.3156
C  1.1172  -0.4676  0.3729
C  1.1736  -1.5884  -0.6941
C  -1.0983  0.8313  0.2043
H  -1.4991  2.8979  -0.1146
H  1.3962  -2.5092  -0.1613
H  2.0620  -0.3868  0.8941
H  -2.7895  1.9284  0.4467
H  0.3431  -0.7425  1.1391
H  0.2303  -1.5925  -1.2479
H  1.9388  -1.3171  -1.4327

Output
SMILES string: CCSC(N)=O
E_LUMO: 0.027 Ha
HOMO-LUMO gap: 10.066 eV

three | Computed, not measured: one molecule with the formula C3H7NOS, with ωB97M-V/def2-TZVPD.

Positions of all 13 atoms, in Å:
S  -0.6105  0.1799  -0.1834
O  -0.6906  1.6844  0.0986
N  -0.5145  -0.4477  1.5239
C  1.1294  -0.1866  -0.5351
C  2.1141  0.5952  -0.0562
C  -1.6533  -0.4607  -1.4323
H  -0.7775  0.4830  1.9687
H  3.1041  0.3809  -0.0706
H  1.7960  1.5398  0.3676
H  -2.6953  -0.1720  -1.0287
H  -1.3119  -1.0323  1.7571
H  1.4811  -1.0879  -1.0033
H  -1.3711  -1.4761  -1.4063

Output
SMILES string: C=C[S@@](=C)(N)=O
E_LUMO (spin up / spin down): 0.023 / 0.023 Ha
HOMO-LUMO gap (spin up / spin down): 9.455 / 9.455 eV

The data favor two; the next most stable structure lies 0.0935 hartree above it.